1.
C2H5NO2 | ωB97M-V/def2-TZVPD

Each line ends with the Mulliken charge.
Atoms and positions in Å:
C1 0.0430 1.1336 0.0628  -0.6321
C2 -0.4597 -0.2630 0.4503  0.5150
N1 1.7079 -0.2738 -0.1624  -0.3872
O1 0.5756 -1.1410 0.1119  -0.2886
O2 -1.6111 -0.5644 -0.2789  -0.5158
H1 -0.1829 1.4877 -0.9251  0.2923
H2 0.3434 1.8215 0.8245  0.2797
H3 -0.6749 -0.3302 1.5342  0.1787
H4 1.8710 -0.3560 -1.1756  0.2424
H5 -1.6122 -1.5143 -0.4417  0.3157

Output
- ΔE to the lowest compared entry with this formula, charge and spin (kcal per mole) = 131.7
- max |F| (eV/Å) = 3.311
- HOMO-LUMO gap (alpha / beta) (eV) = 8.671 / 9.356
- E_HOMO (alpha / beta) (eV) = -8.9637 / -9.5313
- lowest unoccupied orbital energy (alpha / beta) (eV) = -0.29 / -0.17



2.
C2H5NO2 | ωB97M-V/def2-TZVPD

Each line ends with the Mulliken charge.
Atoms and positions in Å:
N1 1.7635 1.0710 -1.1501  -0.3421
C1 0.6397 0.4881 -1.6148  0.1508
O1 0.4094 -0.6908 -1.4515  -0.5103
H1 2.0598 2.0170 -1.3172  0.1969
H2 2.3988 0.5819 -0.5415  0.2198
H3 -0.2341 1.1301 -1.9119  0.2875
C2 -1.1136 -0.1578 2.2587  -0.0772
O2 -1.9071 -0.9401 1.8211  -0.3676
H4 -1.4627 0.8086 2.6322  0.2340
H5 -0.0226 -0.3703 2.3304  0.2083

Output
- ΔE to the lowest compared entry with this formula, charge and spin (kcal per mole) = 37.6
- max |F| (eV/Å) = 2.096
- HOMO-LUMO gap (eV) = 10.798
- structure (SMILES) = NC=O.C=O
- E_HOMO (eV) = -10.0580
- lowest unoccupied orbital energy (eV) = 0.74



3.
C2H5NO2S | ωB97M-V/def2-TZVPD

Each line ends with the Mulliken charge.
Atoms and positions in Å:
C1 -0.9646 -0.3433 0.4556  0.1124
C2 -1.2845 0.4909 -0.6945  -0.9326
N1 0.1713 -0.8596 0.5970  -0.4854
O1 2.9985 -0.3710 -0.9400  -0.4317
O2 2.1066 1.1042 0.7788  -0.4401
S1 2.4933 -0.2420 0.3941  0.7403
H1 -1.8457 -0.4806 1.1084  0.3326
H2 -2.3412 0.3478 -1.0557  0.3091
H3 -0.6039 0.4790 -1.6531  0.2439
H4 -1.1055 1.4566 -0.2593  0.2772
H5 0.3757 -1.5822 1.2687  0.2741

Output
- ΔE to the lowest compared entry with this formula, charge and spin (kcal per mole) = 37.6
- max |F| (eV/Å) = 2.969
- HOMO-LUMO gap (eV) = 10.220
- E_HOMO (eV) = -10.1226
- lowest unoccupied orbital energy (eV) = 0.10



4.
C2H5NO2S | ωB97M-V/def2-TZVPD

Each line ends with the Mulliken charge.
Atoms and positions in Å:
C1 0.3244 -1.1172 0.4758  -1.0230
C2 -0.9703 -0.4942 0.3935  0.7662
N1 -0.6580 1.2001 -0.6520  -0.2324
O1 -1.9820 1.8021 -0.4811  -0.3642
O2 -2.0715 -0.8321 0.4865  -0.3900
S1 0.3989 2.1218 0.1971  -0.1348
H1 0.8230 -1.0916 -0.5747  0.2800
H2 0.9394 -0.5747 1.2834  0.3276
H3 0.2825 -2.1795 0.7990  0.3598
H4 -2.5105 1.1414 -0.1234  0.2874
H5 1.0658 2.9557 -0.7009  0.1234

Output
- ΔE to the lowest compared entry with this formula, charge and spin (kcal per mole) = 101.1
- max |F| (eV/Å) = 3.729
- HOMO-LUMO gap (alpha / beta) (eV) = 8.871 / 8.871
- E_HOMO (alpha / beta) (eV) = -8.7359 / -8.7362
- lowest unoccupied orbital energy (alpha / beta) (eV) = 0.13 / 0.14